Record 1
{
  "formula": "C33H20AsCl2F15HgPSTe",
  "method": "ωB97M-V with the def2-TZVPD basis set",
  "elements": ["Hg", "Cl", "C", "C", "C", "C", "C", "Cl", "C", "S", "H", "H", "H", "F", "As", "F", "F", "F", "F", "F", "F", "C", "F", "F", "C", "C", "C", "C", "C", "C", "P", "C", "C", "C", "C", "C", "C", "C", "F", "F", "F", "C", "C", "C", "C", "C", "C", "C", "F", "F", "F", "H", "H", "H", "H", "H", "H", "H", "H", "H", "H", "H", "H", "Te", "C", "C", "C", "C", "C", "C", "H", "H", "H", "H", "H"],
  "positions_angstrom": [[-0.73445, -1.89093, -1.85513], [1.46212, -2.00216, 0.77899], [0.79323, -3.48938, 1.34950], [1.66419, -4.32302, 2.03488], [1.19897, -5.49056, 2.60908], [-0.14221, -5.81091, 2.50168], [-0.99549, -4.98309, 1.79457], [-2.66261, -5.45925, 1.70513], [-0.56412, -3.79541, 1.16094], [-1.76045, -2.85059, 0.28174], [2.70636, -4.04149, 2.11615], [1.87359, -6.14047, 3.15320], [-0.53504, -6.71025, 2.95768], [0.33591, 0.72006, -2.08005], [-0.34850, 1.43784, -3.54916], [-1.04971, 2.23531, -4.90564], [-1.87395, 0.72247, -3.05885], [-0.11632, 0.04847, -4.54114], [-0.68733, 2.84738, -2.59964], [1.23592, 1.99590, -3.92514], [-4.58660, 6.10120, 0.40413], [-3.95404, 5.61286, -0.69287], [-3.24557, 6.63990, -1.20394], [-4.91206, 5.30505, -1.58426], [-3.08518, 4.44481, -0.34791], [-3.44932, 3.16017, -0.70820], [-2.63047, 2.09661, -0.35477], [-1.45054, 2.30909, 0.34661], [-1.10616, 3.60930, 0.71511], [-1.91767, 4.67376, 0.37002], [-0.45288, 0.81544, 0.76712], [-0.90041, 0.78665, 2.56763], [-0.36601, 1.64525, 3.52975], [-0.79912, 1.59175, 4.84309], [-1.77266, 0.67234, 5.21373], [-2.31029, -0.19260, 4.27471], [-1.87565, -0.12872, 2.95702], [-2.20208, 0.59336, 6.64535], [-1.34043, -0.13533, 7.39080], [-2.26631, 1.81127, 7.22341], [-3.41326, 0.02284, 6.78933], [1.25594, 1.49027, 0.84420], [1.72184, 2.38456, -0.11882], [3.07343, 2.68603, -0.21154], [3.97305, 2.09242, 0.65786], [3.52570, 1.22305, 1.64497], [2.17699, 0.92554, 1.73351], [5.43630, 2.39481, 0.57801], [5.78549, 2.97794, -0.58077], [6.19094, 1.28444, 0.70959], [5.82871, 3.23387, 1.56884], [-4.35468, 2.99051, -1.27530], [-2.90222, 1.09000, -0.64764], [-0.19273, 3.79650, 1.26616], [-1.64396, 5.68450, 0.64843], [0.39831, 2.36194, 3.25583], [-0.38544, 2.26714, 5.58247], [-3.06033, -0.91646, 4.56779], [-2.28808, -0.80924, 2.22133], [1.03405, 2.83258, -0.82422], [3.42524, 3.36468, -0.97817], [4.23516, 0.75974, 2.32073], [1.83512, 0.23344, 2.49328], [1.64542, -2.17029, -3.08215], [1.24702, -3.31016, -4.81450], [2.21477, -3.33238, -5.81561], [2.04813, -4.13641, -6.93547], [0.91599, -4.92741, -7.06804], [-0.06572, -4.88496, -6.08688], [0.09704, -4.08134, -4.96661], [3.10345, -2.71879, -5.71907], [2.80299, -4.13574, -7.71290], [0.79439, -5.56687, -7.93327], [-0.96350, -5.48289, -6.18899], [-0.67221, -4.05590, -4.20768]],
  "homo_lumo_gap_ev": 6.4340,
  "e_above_lowest_kcal_mol": 18.9,
  "total_energy_ev": -192792.894,
  "e_lumo_ev": 1.1,
  "charge": -1
}

=====

Record 2
{
  "formula": "C6H14S3",
  "method": "ωB97M-V with the def2-TZVPD basis set",
  "elements": ["S", "C", "C", "H", "H", "H", "H", "H", "H", "S", "S", "C", "C", "C", "C", "H", "H", "H", "H", "H", "H", "H", "H"],
  "positions_angstrom": [[-0.44494, 2.00034, 2.05392], [0.95126, 1.28188, 1.17291], [-1.67159, 1.86702, 0.74271], [1.82109, 1.28420, 1.85116], [1.20511, 1.86731, 0.27322], [0.74474, 0.24183, 0.86919], [-1.37257, 2.44237, -0.14957], [-1.83295, 0.81689, 0.44640], [-2.62322, 2.27568, 1.12221], [-1.36796, -2.21531, 1.96157], [-1.91901, -2.17772, 5.40839], [-2.78467, -1.51485, 2.84246], [-3.15959, -2.29176, 4.09626], [-0.12737, -2.10127, 3.27369], [-0.50229, -2.87819, 4.52750], [-2.58476, -0.45457, 3.09002], [-3.61692, -1.53900, 2.11292], [-3.34816, -3.35455, 3.85055], [-4.08601, -1.87952, 4.54040], [0.06119, -1.03848, 3.51940], [0.79904, -2.51352, 2.82956], [0.32996, -2.85404, 5.25703], [-0.70221, -3.93847, 4.27994]],
  "homo_lumo_gap_ev": 9.2169,
  "e_above_lowest_kcal_mol": 6.9,
  "total_energy_ev": -38954.898,
  "e_lumo_ev": 0.7,
  "smiles": "C1CSCCS1.CSC",
  "charge": 0
}

=====

Record 3
{
  "formula": "C3H4Cl2S2",
  "method": "ωB97M-V with the def2-TZVPD basis set",
  "elements": ["C", "C", "C", "S", "S", "Cl", "Cl", "H", "H", "H", "H"],
  "positions_angstrom": [[-1.20064, -0.69460, -0.07636], [-0.33918, 0.19924, 0.72660], [1.30347, 0.62781, -0.36956], [-0.18873, -1.56673, -1.32720], [0.66609, 0.17335, -1.95822], [0.38544, -0.33084, 2.25451], [1.86138, 2.22626, -0.19602], [-1.57126, -1.52826, 0.53470], [-1.88511, -0.04944, -0.54637], [-0.87936, 1.11462, 0.75348], [1.84791, -0.17141, 0.20444]],
  "homo_lumo_gap_ev": 9.3671,
  "e_above_lowest_kcal_mol": 2.5,
  "total_energy_ev": -49889.769,
  "e_lumo_ev": 0.5,
  "charge": 0
}

=====

Record 4
{
  "formula": "C42H45AsN2O6PtS",
  "method": "ωB97M-V with the def2-TZVPD basis set",
  "elements": ["Pt", "C", "C", "C", "C", "C", "C", "C", "C", "C", "C", "C", "C", "N", "C", "C", "N", "C", "C", "C", "C", "C", "C", "C", "C", "C", "C", "C", "C", "C", "C", "C", "C", "C", "C", "C", "C", "C", "C", "H", "H", "H", "H", "H", "H", "H", "H", "H", "H", "H", "H", "H", "H", "H", "H", "H", "H", "H", "H", "H", "H", "H", "H", "H", "H", "H", "H", "H", "H", "H", "H", "H", "H", "H", "H", "H", "H", "H", "H", "O", "As", "O", "O", "C", "C", "C", "C", "C", "C", "S", "O", "O", "O", "H", "H", "H", "H", "H"],
  "positions_angstrom": [[0.14045, 0.83729, -0.00469], [2.55221, -2.93032, -0.69382], [2.57658, -2.01259, -1.92426], [1.15396, -1.73141, -2.42267], [3.41456, -0.74596, -1.76364], [4.47732, -0.57097, -2.64776], [5.30771, 0.53462, -2.57941], [5.07873, 1.50097, -1.61907], [4.03023, 1.38764, -0.71362], [3.82479, 2.50141, 0.31285], [3.76558, 3.88844, -0.34142], [4.93467, 2.50110, 1.37069], [3.21756, 0.24421, -0.79486], [2.16090, 0.08682, 0.17688], [2.44346, -0.29264, 1.32342], [1.35140, -0.33492, 2.33131], [0.18224, -0.12884, 1.96019], [-0.86290, 0.03411, 2.93558], [-1.71186, -1.03421, 3.25528], [-2.70652, -0.79084, 4.19906], [-2.85424, 0.44355, 4.80772], [-2.00018, 1.47628, 4.47133], [-0.99502, 1.29842, 3.52811], [-0.11072, 2.48463, 3.16208], [-0.94052, 3.57178, 2.46711], [0.62638, 3.03681, 4.38539], [-1.62608, -2.44812, 2.67443], [-0.32324, -3.19298, 2.98635], [-1.90852, -2.48548, 1.16793], [1.95921, -0.68244, 3.62574], [1.50195, -0.81446, 4.90915], [2.42869, -1.19342, 5.91285], [3.75236, -1.43693, 5.64032], [4.25257, -1.31059, 4.31752], [5.58159, -1.53470, 3.87146], [5.90968, -1.38374, 2.54637], [4.96401, -0.98164, 1.57042], [3.68042, -0.73850, 1.97853], [3.33210, -0.92453, 3.34390], [2.18413, -3.91688, -0.98455], [1.87943, -2.55177, 0.08171], [3.54916, -3.05395, -0.26202], [3.07659, -2.57478, -2.71432], [0.58243, -1.15263, -1.70132], [0.61506, -2.66822, -2.58297], [1.17067, -1.18164, -3.36706], [4.65323, -1.32592, -3.40594], [6.12832, 0.64388, -3.27911], [5.72708, 2.36922, -1.57559], [2.87251, 2.33459, 0.81511], [4.71818, 4.13723, -0.81843], [3.56658, 4.64619, 0.42220], [2.98069, 3.94088, -1.08810], [5.91035, 2.66564, 0.90197], [4.98235, 1.55925, 1.91995], [4.76578, 3.30621, 2.08900], [-3.38199, -1.59859, 4.45932], [-3.64115, 0.59910, 5.53599], [-2.11730, 2.44383, 4.94670], [0.64131, 2.16639, 2.44634], [-1.75404, 3.91498, 3.11212], [-1.37540, 3.19720, 1.53862], [-0.31108, 4.43184, 2.22249], [-0.07322, 3.46668, 5.10714], [1.32004, 3.82501, 4.08227], [1.19799, 2.25347, 4.89100], [-2.42015, -3.00526, 3.17278], [0.52000, -2.78571, 2.42655], [-0.42689, -4.24211, 2.69839], [-0.08278, -3.15907, 4.05182], [-1.10744, -2.01530, 0.59537], [-2.82722, -1.95309, 0.92888], [-2.00365, -3.52339, 0.83445], [0.46358, -0.63778, 5.16630], [2.07141, -1.29513, 6.93058], [4.42475, -1.72719, 6.44092], [6.34345, -1.82865, 4.58698], [6.92917, -1.56732, 2.22986], [5.26379, -0.86676, 0.53523], [-2.55928, -1.54053, -2.01285], [-2.52751, 0.21908, -1.67453], [-4.06300, 0.75426, -1.73783], [-1.81899, 0.20056, -0.11466], [-1.46485, 0.63295, -3.26497], [-1.80801, -0.14066, -4.37467], [-1.17508, 0.06248, -5.59006], [-0.18517, 1.03077, -5.71974], [0.14316, 1.83020, -4.64018], [-0.51048, 1.64194, -3.42660], [-0.08538, 2.74390, -2.11407], [1.15166, 2.13433, -1.51624], [0.08735, 4.05893, -2.65482], [-1.15602, 2.61259, -1.11914], [-3.37036, -1.87358, -1.60478], [-2.56028, -0.90716, -4.26614], [-1.45600, -0.53880, -6.44680], [0.32234, 1.16905, -6.66652], [0.87816, 2.62270, -4.72809]],
  "homo_lumo_gap_ev": [6.4848, 6.4893],
  "total_energy_ev": -134469.842,
  "e_lumo_ev": [-1.7, -1.6],
  "charge": 0
}

=====

Record 5
{
  "formula": "C24H29ClIrN7O2S",
  "method": "ωB97M-V with the def2-TZVPD basis set",
  "elements": ["Ir", "C", "C", "N", "N", "C", "N", "S", "C", "C", "C", "C", "C", "N", "H", "H", "H", "H", "H", "H", "H", "H", "H", "C", "N", "C", "C", "C", "C", "C", "C", "C", "C", "H", "H", "H", "H", "H", "H", "H", "H", "H", "H", "H", "H", "Cl", "C", "C", "O", "O", "H", "H", "N", "C", "C", "C", "C", "C", "N", "H", "H", "H", "H", "H", "H"],
  "positions_angstrom": [[-0.33861, -0.17706, -0.23435], [1.65747, 1.70899, 3.06090], [0.72916, 1.15372, 2.03887], [1.10910, 0.64534, 0.90534], [2.41711, 0.73909, 0.52672], [2.62901, 0.17106, -0.62891], [3.86350, 0.16672, -1.13614], [1.38817, -0.64722, -1.58808], [-0.72873, 1.26388, 2.18919], [-1.35610, 1.81018, 3.29614], [-2.72827, 1.99649, 3.26158], [-3.44016, 1.65220, 2.12347], [-2.76423, 1.08480, 1.06122], [-1.44867, 0.88849, 1.10951], [2.66736, 1.76350, 2.66950], [1.65627, 1.05576, 3.93714], [1.33553, 2.70014, 3.38074], [4.62221, 0.55924, -0.60422], [4.05360, -0.25921, -2.02575], [-0.77790, 2.08646, 4.16538], [-3.23839, 2.41541, 4.11843], [-4.50878, 1.79835, 2.06272], [-3.25485, 0.74639, 0.15687], [2.57315, -4.74713, 1.84577], [2.38232, -3.64521, 0.91955], [1.63220, -4.05603, -0.25972], [1.91230, -2.38256, 1.48792], [0.44583, -2.34410, 1.88174], [0.07887, -3.12637, 2.98129], [-1.23905, -3.35577, 3.32558], [-2.23758, -2.80293, 2.53958], [-1.89741, -1.97865, 1.48066], [-0.56423, -1.69539, 1.14801], [3.18009, -5.51160, 1.36030], [1.63690, -5.22461, 2.16834], [3.11118, -4.40329, 2.73046], [2.02106, -5.01207, -0.60944], [1.75091, -3.32843, -1.06184], [0.55487, -4.17288, -0.07640], [2.10552, -1.63093, 0.73494], [2.53629, -2.14760, 2.35378], [0.86463, -3.57208, 3.57731], [-1.48270, -3.96838, 4.18326], [-3.28099, -2.99135, 2.75794], [-2.70092, -1.53591, 0.91120], [-2.98353, -3.40128, -3.89311], [-3.17554, -2.56434, -2.34460], [-1.85462, -2.02674, -1.82106], [-2.02074, -0.88412, -1.15908], [-0.78828, -2.57892, -1.96246], [-3.56336, -3.27799, -1.61813], [-3.89346, -1.76037, -2.47076], [-0.20560, 3.29270, -0.22590], [-0.75030, 2.85322, -1.41670], [-1.36957, 3.75818, -2.28808], [-1.84833, 3.30858, -3.49340], [-1.68901, 1.96576, -3.83067], [-1.11034, 1.13310, -2.90982], [-0.68056, 1.54639, -1.69716], [-0.08833, 4.29266, -0.16692], [0.62027, 2.79119, 0.06626], [-1.43465, 4.80120, -2.00928], [-2.31938, 3.99796, -4.18130], [-2.01129, 1.57402, -4.78363], [-0.97200, 0.08422, -3.12610]],
  "homo_lumo_gap_ev": [6.2803, 4.7908],
  "e_above_lowest_kcal_mol": 2.5,
  "total_energy_ev": -66076.733,
  "e_lumo_ev": [-3.9, -5.4],
  "charge": 1,
  "s_squared": 0.757,
  "spin_multiplicity": 2
}

=====

Record 6
{
  "formula": "C23H13F4N2OS",
  "method": "ωB97M-V with the def2-TZVPD basis set",
  "elements": ["F", "C", "C", "C", "F", "C", "C", "C", "C", "C", "C", "C", "C", "F", "C", "C", "F", "C", "C", "H", "H", "H", "H", "H", "H", "H", "H", "H", "O", "C", "C", "C", "C", "C", "C", "C", "S", "C", "N", "N", "H", "H", "H", "H"],
  "positions_angstrom": [[-3.28276, 4.27813, -1.57897], [-3.30087, 2.90607, -1.41927], [-4.50187, 2.22443, -1.55346], [-4.44568, 0.83497, -1.45476], [-5.61955, 0.11316, -1.54523], [-3.24789, 0.15039, -1.23933], [-2.07343, 0.87343, -1.01474], [-0.78573, 0.09251, -0.67808], [0.52341, 0.86899, -0.88038], [1.70542, 0.23556, -0.96450], [2.97495, 0.90333, -1.20832], [4.16744, 0.15102, -1.33362], [5.37293, 0.81901, -1.50373], [6.52880, 0.08168, -1.61811], [5.47526, 2.20961, -1.57800], [4.28162, 2.91808, -1.47721], [4.32586, 4.28951, -1.56633], [3.04196, 2.31357, -1.29826], [-2.08914, 2.26052, -1.11045], [-5.44009, 2.74711, -1.73287], [-3.26269, -0.94144, -1.20062], [-0.69681, -0.74475, -1.40726], [0.42980, 1.91815, -1.14410], [1.77076, -0.85073, -0.82281], [4.11954, -0.93618, -1.28292], [6.42802, 2.71254, -1.71547], [2.14336, 2.92128, -1.21090], [-1.19597, 2.87101, -0.97082], [1.23239, -0.57711, 1.70177], [0.15716, -1.14241, 1.43380], [-0.34581, -2.38144, 2.09740], [-1.74733, -2.47290, 2.08924], [-2.42037, -3.59476, 2.58870], [-1.66701, -4.65218, 3.11710], [-0.27048, -4.55688, 3.17254], [0.38286, -3.41890, 2.69656], [-2.44757, -1.10866, 1.21098], [-0.93486, -0.61376, 0.57349], [-0.68982, 1.73008, 2.16643], [-0.68813, 2.48231, 1.34608], [-3.50555, -3.64050, 2.50821], [-2.16903, -5.55476, 3.45679], [0.30080, -5.38259, 3.59250], [1.46609, -3.33650, 2.75891]],
  "homo_lumo_gap_ev": 4.8808,
  "e_above_lowest_kcal_mol": 0.0,
  "total_energy_ev": -50786.125,
  "e_lumo_ev": -6.8,
  "charge": 1
}